The following is a DFT calculation (ωB97M-V/def2-TZVPD) of C5H8O2S in the gas phase in a non-equilibrium geometry.

Results
Maximum force, eV Å⁻¹: 3.0
SMILES: C[C@@H](O)[C@]1(C=S)CO1
Molar mass, g mol⁻¹: 132.2
E_LUMO, Eh: -0.014

Last column: Löwdin charge in e.
CARTESIAN COORDINATES (ANGSTROEM)
C 1.0158 -0.7988 1.2600  -0.024
C 0.8624 -0.0779 -0.0864  -0.386
C -0.5487 0.3950 -0.2647  -0.510
C -0.8366 1.7554 -0.5800  -0.089
C -1.4904 -0.6974 -0.4811  -0.536
H 2.0095 -1.3069 1.3284  0.089
H 0.9615 -0.1247 2.1443  0.097
H 0.2793 -1.5928 1.4414  0.084
H 1.4989 0.8151 -0.0452  0.149
H 2.0593 -1.1031 -1.2202  0.108
H 0.0024 2.4579 -0.7648  0.136
H -1.7811 1.9339 -1.1299  0.130
H -1.1943 -1.4055 -1.1908  0.044
O 1.1231 -0.8544 -1.2350  -0.013
O -0.9226 1.3480 0.7801  -0.024
S -3.0386 -0.7437 0.0441  0.744